Formula: C3H4ClNO2S
Source: the OMol25 dataset
Level of theory: the ωB97M-V functional and the def2-TZVPD basis

```
! wB97M-V def2-TZVPD RIJCOSX def2/J DEFGRID3
* xyz 0 1
C -1.92 -1.68 0.13
C 0.64 0.32 0.45
C -2.16 -0.38 -0.48
N -1.60 -2.67 0.65
O -1.12 2.06 -0.45
O -1.70 1.02 1.67
S -1.12 0.93 0.39
Cl -3.88 0.05 -0.39
H 1.18 1.32 0.89
H 0.58 -0.48 1.27
H 0.87 0.21 -0.60
H -1.73 -0.53 -1.42
*
```

E_HOMO   -0.4102 hartree
Relative energy (zero: lowest compared OMol25 entry of this formula, charge and spin)   22.0 kcal per mole
LUMO   0.22 eV
Energy   -32116.348 eV
SMILES   CS(=O)(=O)[C@H](Cl)C#N